[1]
The following is a DFT calculation (wB97M-V/def2-TZVPD) of a molecular structure, C33H53Cl2InNSb3Te.

```
! RIJCOSX wB97M-V def2-TZVPD def2/J DEFGRID3
* xyz 2 1
In 0.24 0.22 -0.09
N 1.15 0.60 -2.41
C 2.43 1.27 -2.34
C 3.48 0.80 -3.11
C 4.73 1.40 -3.04
C 4.92 2.49 -2.20
C 3.85 2.98 -1.47
C 2.58 2.39 -1.53
C 1.47 3.03 -0.77
C 1.39 4.43 -0.80
C 0.47 5.13 -0.05
C -0.41 4.44 0.77
C -0.37 3.06 0.79
C 0.54 2.34 0.02
H 1.18 -0.11 -3.13
H 0.42 1.26 -2.66
H 3.32 -0.04 -3.77
H 5.54 1.02 -3.65
H 5.88 2.97 -2.14
H 4.00 3.83 -0.82
H 2.08 4.97 -1.44
H 0.44 6.21 -0.10
H -1.12 4.98 1.38
H -1.07 2.53 1.43
Cl 1.16 0.36 3.21
C 0.87 -1.11 4.16
Cl 0.15 -2.40 3.18
H 0.17 -0.87 4.95
H 1.82 -1.45 4.55
C -1.61 3.12 -2.86
Sb -2.35 1.32 -1.96
C -3.12 0.50 -3.79
C -4.22 2.11 -1.28
C -5.10 1.02 -0.75
C -5.96 0.36 -1.63
C -6.80 -0.65 -1.19
C -6.81 -1.00 0.16
C -5.96 -0.34 1.03
C -5.08 0.65 0.60
C -4.17 1.30 1.60
Sb -2.36 0.19 2.02
C -3.36 -1.40 3.04
C -1.91 1.31 3.78
H -2.36 3.47 -3.56
H -0.68 2.97 -3.40
H -1.45 3.87 -2.09
H -3.82 1.22 -4.20
H -3.63 -0.45 -3.63
H -2.31 0.36 -4.51
H -4.65 2.58 -2.17
H -4.00 2.89 -0.56
H -5.99 0.66 -2.67
H -7.47 -1.14 -1.88
H -7.48 -1.76 0.52
H -5.99 -0.59 2.09
H -4.65 1.33 2.58
H -3.90 2.32 1.34
H -4.02 -0.94 3.79
H -2.65 -2.05 3.55
H -3.97 -1.99 2.36
H -2.85 1.70 4.18
H -1.24 2.14 3.57
H -1.46 0.67 4.53
C 3.30 -2.79 -2.19
C 4.05 -2.02 -1.10
Sb 2.79 -1.55 0.56
C 4.20 -0.63 1.89
C 5.61 -1.18 1.75
C 2.88 -3.51 1.44
C 1.90 -4.58 0.99
H 3.92 -2.94 -3.07
H 2.39 -2.27 -2.51
H 3.00 -3.78 -1.84
H 4.46 -1.09 -1.48
H 4.87 -2.61 -0.71
H 3.81 -0.80 2.90
H 4.17 0.45 1.72
H 5.66 -2.25 1.92
H 6.27 -0.70 2.48
H 6.03 -0.98 0.76
H 2.82 -3.35 2.52
H 3.90 -3.82 1.22
H 0.87 -4.34 1.25
H 2.14 -5.53 1.47
H 1.93 -4.75 -0.09
C -0.67 -2.19 -3.18
Te -0.62 -2.41 -1.07
C -2.73 -2.44 -0.84
H -1.03 -1.19 -3.44
H -1.36 -2.94 -3.55
H 0.32 -2.37 -3.57
H -3.10 -3.37 -1.25
H -3.17 -1.59 -1.36
H -2.95 -2.40 0.22
*
```

Results
* calculated total energy: -3442.70348 Ha
* Kohn-Sham gap: 6.99 eV
* HOMO: -12.96 eV
* energy above the lowest of the compared OMol25 structures with the same formula, charge and spin: 4.9 kcal/mol
* LUMO energy: -5.963 eV

=====

[2]
The following is a DFT calculation (wB97M-V/def2-TZVPD) of a molecular structure, C33H53MgN3O8P in a non-equilibrium geometry.

```
! RIJCOSX wB97M-V def2-TZVPD def2/J DEFGRID3
* xyz 1 1
Mg -0.60 1.10 0.06
C 3.70 2.99 2.33
N 3.08 2.17 1.24
C 3.83 2.06 0.00
C 1.90 1.64 1.33
O 1.38 1.05 0.38
C 1.13 1.77 2.64
O -0.16 1.25 2.43
C -1.25 1.90 3.03
C -2.47 1.79 2.10
O -2.34 1.33 0.96
N -3.64 2.24 2.50
C -3.73 3.03 3.67
C -4.74 2.15 1.56
H 3.83 4.00 1.92
H 3.05 3.08 3.19
H 4.62 2.54 2.56
H 4.00 3.03 -0.46
H 4.79 1.58 0.21
H 3.22 1.46 -0.75
H 1.64 1.29 3.46
H 1.01 2.84 2.82
H -1.45 1.41 4.00
H -1.08 2.95 3.22
H -3.50 4.08 3.41
H -4.77 2.93 4.05
H -3.08 2.70 4.48
H -4.45 1.55 0.73
H -5.62 1.72 2.02
H -4.94 3.16 1.17
O -0.46 2.58 -1.32
C -0.20 3.52 -0.56
O -0.18 3.37 0.69
C 0.09 4.87 -1.12
C -0.01 5.12 -2.49
C 0.31 6.37 -2.99
C 0.79 7.35 -2.13
C 1.02 7.04 -0.80
C 0.63 5.84 -0.25
N 1.61 8.07 0.12
O 1.97 7.68 1.21
O 1.77 9.16 -0.32
H -0.35 4.28 -3.09
H 0.14 6.56 -4.03
H 1.04 8.35 -2.48
H 0.70 5.66 0.80
O -0.71 -0.68 -0.74
P -0.29 -2.12 -0.96
C 1.35 -2.33 -0.25
C 1.94 -3.74 -0.49
C 3.08 -4.04 0.52
C 3.89 -2.80 0.87
C 2.97 -1.75 1.55
C 1.47 -2.00 1.25
C -1.70 -3.07 -0.30
C -2.43 -2.44 0.97
C -1.90 -2.89 2.34
C -1.91 -4.39 2.40
C -1.07 -5.00 1.23
C -1.56 -4.59 -0.14
C -0.06 -2.39 -2.76
C -0.93 -1.40 -3.59
C -2.05 -2.11 -4.36
C -1.46 -3.11 -5.35
C -0.17 -3.75 -4.85
C -0.17 -3.87 -3.30
H 1.90 -1.54 -0.73
H 2.33 -3.82 -1.50
H 1.12 -4.47 -0.36
H 3.71 -4.81 0.14
H 2.63 -4.50 1.41
H 4.35 -2.41 -0.03
H 4.73 -3.09 1.54
H 3.26 -0.75 1.19
H 3.15 -1.71 2.64
H 0.87 -1.13 1.51
H 1.15 -2.86 1.86
H -2.41 -2.88 -1.13
H -3.47 -2.82 0.92
H -2.50 -1.37 0.91
H -2.51 -2.46 3.15
H -0.87 -2.56 2.49
H -2.96 -4.80 2.40
H -1.50 -4.78 3.37
H -0.96 -6.06 1.31
H -0.08 -4.55 1.36
H -2.56 -5.02 -0.33
H -0.97 -5.02 -0.91
H 0.99 -2.14 -2.88
H -0.30 -0.88 -4.31
H -1.24 -0.59 -2.93
H -2.66 -1.37 -4.86
H -2.69 -2.58 -3.66
H -1.21 -2.62 -6.28
H -2.19 -3.89 -5.61
H 0.72 -3.17 -5.06
H 0.10 -4.71 -5.28
H 0.60 -4.48 -2.89
H -1.12 -4.30 -2.97
*
```

Results
* calculated total energy: -2596.87201 Ha
* Kohn-Sham gap: 9.79 eV
* HOMO: -11.67 eV
* energy above the lowest of the compared OMol25 structures with the same formula, charge and spin: 0.0 kcal/mol
* LUMO energy: -1.877 eV

=====

[3]
The following is a DFT calculation (wB97M-V/def2-TZVPD) of a molecular structure, C33H54AuGeNO2Se.

```
! RIJCOSX wB97M-V def2-TZVPD def2/J DEFGRID3
* xyz 2 3
Au 1.51 2.65 0.67
C 3.29 -4.62 -1.35
C 1.92 -3.95 -1.56
C 0.90 -4.61 -0.63
C 1.46 -4.16 -3.02
C 2.06 -2.47 -1.30
C 1.34 -1.81 -0.34
C 1.53 -0.43 -0.11
N 0.94 0.31 0.82
C 0.19 0.04 1.88
C -0.04 -1.21 2.48
C -0.91 -1.34 3.52
C -1.61 -0.17 4.01
C -1.44 1.09 3.55
C -0.43 1.27 2.51
O -0.11 2.42 2.15
C -2.19 2.29 4.10
C -2.95 3.00 2.96
C -3.23 1.86 5.15
C -1.22 3.27 4.78
C -1.17 -2.66 4.22
C -0.38 -3.81 3.59
C -2.67 -2.98 4.12
C -0.77 -2.53 5.69
C 2.43 0.35 -1.04
O 2.48 1.59 -1.01
C 3.21 -0.39 -2.03
C 3.00 -1.72 -2.11
C 4.20 0.36 -2.93
C 4.95 -0.62 -3.84
C 3.44 1.35 -3.82
C 5.24 1.09 -2.07
H 3.19 -5.69 -1.51
H 3.65 -4.46 -0.33
H 4.04 -4.25 -2.04
H 0.85 -5.67 -0.85
H -0.10 -4.20 -0.76
H 1.19 -4.52 0.42
H 1.35 -5.22 -3.21
H 2.18 -3.76 -3.73
H 0.50 -3.68 -3.20
H 0.62 -2.35 0.24
H 0.50 -2.07 2.13
H -2.32 -0.33 4.81
H -3.62 2.31 2.46
H -2.27 3.43 2.23
H -3.55 3.81 3.38
H -3.97 1.17 4.73
H -3.76 2.74 5.50
H -2.76 1.40 6.02
H -0.52 3.72 4.08
H -0.65 2.76 5.57
H -1.79 4.07 5.26
H -0.65 -3.96 2.54
H -0.62 -4.74 4.12
H 0.69 -3.66 3.67
H -3.00 -3.05 3.08
H -3.29 -2.24 4.62
H -2.87 -3.94 4.59
H 0.29 -2.27 5.79
H -0.93 -3.48 6.20
H -1.35 -1.77 6.21
H 3.56 -2.29 -2.83
H 4.28 -1.14 -4.52
H 5.52 -1.35 -3.27
H 5.65 -0.05 -4.45
H 2.69 0.84 -4.42
H 4.14 1.83 -4.50
H 2.96 2.14 -3.24
H 5.77 0.39 -1.42
H 4.80 1.87 -1.45
H 5.97 1.56 -2.72
C -3.85 1.05 -2.82
Ge -3.05 2.54 -3.76
C -3.74 4.26 -3.19
C -2.94 2.32 -5.68
C -1.04 2.46 -3.21
Se -0.87 2.78 -1.38
C -0.55 4.69 -1.41
H -4.91 0.99 -3.07
H -3.77 1.18 -1.74
H -3.38 0.11 -3.10
H -4.78 4.33 -3.49
H -3.20 5.08 -3.66
H -3.71 4.37 -2.11
H -3.96 2.32 -6.08
H -2.47 1.37 -5.94
H -2.39 3.14 -6.14
H -0.48 3.19 -3.79
H -0.73 1.44 -3.43
H -1.38 5.16 -1.93
H 0.38 4.87 -1.93
H -0.51 5.03 -0.38
*
```

Results
* calculated total energy: -6108.48549 Ha
* Kohn-Sham gap (alpha / beta): 6.14 / 5.38 eV
* HOMO (alpha / beta): -13.37 / -14.07 eV
* energy above the lowest of the compared OMol25 structures with the same formula, charge and spin: 1.6 kcal/mol
* LUMO energy (alpha / beta): -7.229 / -8.693 eV

=====

[4]
The following is a DFT calculation (wB97M-V/def2-TZVPD) of 5 unconnected molecules or ions with the total composition C33H55B2F5N7O20S in a non-equilibrium geometry.

```
! RIJCOSX wB97M-V def2-TZVPD def2/J DEFGRID3
* xyz 1 1
C 2.31 -2.47 4.47
C 1.96 -1.58 3.09
N 0.79 -2.17 2.47
C -0.27 -1.41 1.79
B -0.93 -0.35 2.91
O -0.76 -0.56 4.40
N -1.81 0.85 2.63
C -3.27 0.61 3.09
C -1.37 1.94 3.63
C -1.48 -2.58 1.72
C -1.01 -4.10 1.40
O -0.62 -4.89 2.45
N -1.04 -4.86 0.10
C 0.13 -5.81 -0.06
O 1.24 -5.60 -0.78
F 0.00 -7.15 0.60
N -2.68 -2.23 0.92
C -2.14 -1.78 -0.42
N -2.54 -2.50 -1.53
C -3.55 -3.66 -1.49
C -2.02 -2.19 -2.90
C -3.42 -2.08 -4.01
C -4.34 -0.63 -3.85
O -3.32 -0.97 -5.10
N -1.26 -0.60 -0.37
B -1.88 0.64 -0.79
O -2.96 1.45 -0.13
O -1.47 1.22 -2.12
C -1.79 2.65 -2.19
C 0.05 -0.70 0.33
C 0.81 -1.75 -0.74
C 2.41 -1.77 -0.88
C 3.20 -2.96 0.00
C 4.76 -2.47 0.20
C 5.49 -3.38 1.35
N 5.87 -2.44 2.48
S 1.01 0.87 0.33
C 2.68 0.93 1.19
O 0.36 2.15 0.95
O 1.40 1.28 -1.15
H 2.37 -3.62 4.26
H 3.23 -2.02 5.05
H 1.37 -2.27 5.18
H 2.97 -1.69 2.45
H 1.95 -0.48 3.47
H 0.30 -2.65 3.30
H -1.17 -1.47 4.60
H -3.72 1.53 3.66
H -3.33 -0.33 3.81
H -3.99 0.37 2.18
H -1.86 2.94 3.20
H -1.83 1.80 4.69
H -0.21 2.12 3.61
H -1.87 -2.64 2.86
H -1.88 -5.50 0.19
H -3.34 -1.55 1.35
H -3.33 -4.43 -2.36
H -3.54 -4.27 -0.49
H -4.60 -3.18 -1.71
H -1.40 -1.23 -3.05
H -1.41 -3.13 -3.31
H -4.04 -3.14 -4.26
H -4.04 0.45 -4.14
H -3.80 -0.52 -2.79
H -3.71 0.80 0.05
H -1.39 3.24 -1.26
H -1.20 3.08 -3.13
H -2.93 2.80 -2.41
H 0.46 -2.85 -0.58
H 0.42 -1.46 -1.84
H 3.00 -0.76 -0.92
H 2.61 -2.19 -1.99
H 2.65 -3.25 0.98
H 3.27 -3.97 -0.64
H 5.31 -2.75 -0.83
H 4.90 -1.31 0.31
H 6.45 -3.93 0.93
H 4.73 -4.19 1.72
H 6.85 -2.13 2.28
H 5.80 -3.01 3.35
H 2.53 1.28 2.32
H 3.33 -0.03 1.10
H 3.31 1.81 0.69
C -6.44 1.44 6.33
C -6.69 0.28 7.22
O -6.61 -0.83 6.36
C -5.75 -0.45 5.37
O -5.22 -1.23 4.59
O -5.55 0.90 5.37
F -7.94 0.33 7.74
H -7.35 1.79 5.82
H -5.98 2.28 6.85
H -5.96 0.17 8.03
C 5.32 -7.30 -1.33
C 4.85 -6.57 -2.54
O 5.25 -5.24 -2.29
C 6.36 -5.34 -1.50
O 7.15 -4.43 -1.31
O 6.49 -6.60 -0.97
F 3.50 -6.59 -2.63
H 4.60 -7.26 -0.50
H 5.54 -8.35 -1.54
H 5.29 -6.91 -3.48
C 0.77 6.79 -4.82
C 0.34 5.41 -4.45
O -0.92 5.28 -5.07
C -0.85 6.08 -6.17
O -1.63 6.03 -7.11
O 0.20 6.95 -6.10
F 0.16 5.30 -3.11
H 0.37 7.55 -4.14
H 1.86 6.88 -4.86
H 1.01 4.62 -4.80
C 0.13 11.45 -4.50
C 1.22 12.28 -3.94
O 1.99 11.37 -3.20
C 1.82 10.17 -3.82
O 2.52 9.19 -3.64
O 0.75 10.20 -4.69
F 0.74 13.22 -3.10
H -0.72 11.34 -3.81
H -0.25 11.84 -5.45
H 1.86 12.76 -4.70
*
```

Results
* calculated total energy: -4124.87465 Ha
* Kohn-Sham gap: 6.21 eV
* HOMO: -10.95 eV
* LUMO energy: -4.737 eV